DFT (ωB97M-V/def2-TZVPD) results for a structure of composition C62H54BN8O6PTi in a non-equilibrium geometry.

Last column: Löwdin charge in e.
Cartesian coordinates (Å):
Ti  -0.435573  0.823469  -0.161922  1.0731
C  0.175420  4.389282  -2.918117  -0.0453
C  -0.294131  3.120164  -2.561270  -0.1206
N  0.080197  2.810502  -1.330176  0.0031
N  0.797894  3.858193  -0.866669  0.0251
C  0.860794  4.822717  -1.807207  -0.0703
B  0.995802  4.008665  0.658930  -0.6314
N  -0.419587  4.264264  1.235901  0.0211
C  -0.977257  5.276455  1.939082  -0.0835
C  -2.332320  5.043222  2.006103  -0.0678
C  -2.517877  3.843672  1.295201  -0.1423
N  -1.368723  3.385087  0.836471  0.0382
N  1.578854  2.690552  1.285815  0.0470
C  2.520871  2.673730  2.244094  -0.0586
C  2.417360  1.494196  2.956383  -0.0317
C  1.353636  0.823924  2.351136  -0.1275
N  0.863897  1.538978  1.345723  -0.0239
N  1.997590  5.124359  0.947352  -0.0216
C  3.147111  5.336080  0.263131  -0.1028
C  3.865801  6.297713  0.930587  -0.0705
C  3.060131  6.612472  2.041153  -0.1691
N  1.946466  5.900795  2.053364  0.0707
H  0.034218  4.908540  -3.849743  0.0912
H  -0.888388  2.427549  -3.136591  0.1062
H  1.368924  5.752368  -1.617964  0.1173
H  -0.365696  6.064945  2.338244  0.0897
H  -3.078776  5.650443  2.489020  0.0806
H  -3.428803  3.297766  1.097441  0.1036
H  3.203654  3.499187  2.358855  0.1191
H  3.031100  1.158634  3.773482  0.0953
H  0.899891  -0.120952  2.594981  0.1066
H  3.370180  4.779922  -0.633465  0.1009
H  4.820943  6.711476  0.656933  0.0840
H  3.244417  7.324356  2.830907  0.0932
C  -4.367550  -4.308983  2.210788  0.0143
C  -3.881231  -3.588783  0.966367  -0.5858
C  -4.515871  -4.125606  -0.303744  0.0233
O  -2.476279  -3.704771  0.848920  -0.0239
C  -1.867818  -2.429892  1.089558  -0.1168
C  -3.009014  -1.474385  0.706043  -0.1567
O  -4.162415  -2.205288  1.114286  -0.0114
C  -3.021861  -0.049897  1.300111  -0.3611
O  -2.082452  0.670143  0.567514  -0.2485
C  -4.399607  0.573882  1.011416  -0.1229
C  -5.251044  1.049976  1.997000  -0.0197
C  -6.478629  1.614876  1.661899  -0.0865
C  -6.868463  1.706505  0.337021  -0.1039
C  -6.007483  1.257701  -0.658913  -0.0760
C  -4.782634  0.708881  -0.323453  -0.0123
C  -2.709822  -0.013953  2.795986  -0.1350
C  -3.285528  -0.913174  3.694312  -0.0377
C  -2.988233  -0.847646  5.047486  -0.0798
C  -2.125942  0.128294  5.531946  -0.0984
C  -1.584734  1.050686  4.650795  -0.0697
C  -1.880090  0.981685  3.294961  -0.0154
C  -0.463525  -2.374369  0.390606  -0.3864
O  0.000394  -1.089472  0.323229  -0.2683
C  -0.476639  -3.043880  -1.010331  -0.0834
C  0.458033  -4.015643  -1.363218  -0.0282
C  0.439713  -4.629030  -2.611021  -0.0803
C  -0.530023  -4.297003  -3.542074  -0.0982
C  -1.453758  -3.312475  -3.220026  -0.0816
C  -1.408414  -2.687716  -1.984393  -0.0351
C  0.453623  -3.214465  1.322504  -0.1403
C  1.568775  -2.621198  1.893502  -0.0234
C  2.386772  -3.315111  2.779297  -0.0780
C  2.100449  -4.628835  3.108433  -0.1068
C  0.995759  -5.243645  2.527783  -0.0867
C  0.185356  -4.547959  1.644568  -0.0416
H  -4.272939  -5.387313  2.079299  0.0869
H  -5.413099  -4.061827  2.400266  0.0912
H  -3.762882  -4.007256  3.066259  0.0853
H  -4.251099  -5.175229  -0.436522  0.0908
H  -4.146552  -3.564607  -1.161958  0.0834
H  -5.600856  -4.028472  -0.247321  0.0895
H  -1.674697  -2.314501  2.161907  0.1606
H  -3.042660  -1.324206  -0.370841  0.1276
H  -4.955505  1.004400  3.036560  0.1121
H  -7.123825  1.991358  2.446360  0.0964
H  -7.825777  2.140979  0.076859  0.0932
H  -6.288469  1.346140  -1.701031  0.0999
H  -4.095866  0.417209  -1.108988  0.1209
H  -3.978025  -1.658627  3.330758  0.1078
H  -3.437735  -1.562235  5.726582  0.0973
H  -1.893404  0.176589  6.588705  0.0936
H  -0.930498  1.834567  5.013073  0.1037
H  -1.472924  1.713953  2.613309  0.0853
H  1.225050  -4.304419  -0.657977  0.1078
H  1.188973  -5.376059  -2.846823  0.0979
H  -0.558098  -4.785630  -4.508367  0.0962
H  -2.201376  -3.003321  -3.940461  0.1089
H  -2.112375  -1.891473  -1.805317  0.1010
H  1.810775  -1.610313  1.605708  0.0782
H  3.252671  -2.819479  3.202528  0.0967
H  2.734886  -5.176674  3.794714  0.0908
H  0.760864  -6.274267  2.767050  0.0944
H  -0.660188  -5.048119  1.193307  0.1152
O  -1.576561  0.060999  -3.624909  0.0586
C  -0.440249  -0.085172  -3.208020  -0.5983
O  0.045531  0.327492  -2.091954  -0.3129
C  0.671782  -0.817790  -3.974146  -0.1363
C  0.437538  -1.274295  -5.260310  -0.0304
C  1.472261  -1.829516  -5.997193  -0.0793
C  2.741173  -1.913471  -5.437945  -0.0791
C  2.971077  -1.483288  -4.140386  -0.0837
C  1.930503  -0.960465  -3.371297  -0.2609
P  2.156216  -0.208481  -1.705387  1.1593
C  3.571549  -1.189760  -0.933890  -0.3060
C  4.244997  -0.718555  0.195221  -0.1210
C  5.212724  -1.477411  0.839333  -0.0997
C  5.492471  -2.768770  0.419280  -0.1109
C  4.747943  -3.302949  -0.622815  -0.0922
C  3.801228  -2.527643  -1.277715  -0.1142
C  3.041826  1.341189  -2.254790  -0.2858
C  4.034293  1.977331  -1.503012  -0.0943
C  4.781046  3.025047  -2.021743  -0.1148
C  4.521215  3.523381  -3.290069  -0.1071
C  3.491009  2.957163  -4.023168  -0.0892
C  2.777552  1.879788  -3.516362  -0.0899
H  -0.556835  -1.166994  -5.675900  0.1177
H  1.299747  -2.173006  -7.009665  0.0969
H  3.562509  -2.307100  -6.025110  0.0984
H  3.966604  -1.542017  -3.719691  0.1065
H  3.991968  0.243668  0.620992  0.0743
H  5.738098  -1.055469  1.688527  0.0983
H  6.252800  -3.358974  0.915236  0.0928
H  4.900120  -4.331883  -0.927083  0.0977
H  3.222738  -2.979206  -2.074786  0.0837
H  4.249845  1.657708  -0.497230  0.0721
H  5.579810  3.447939  -1.422748  0.1011
H  5.104313  4.341965  -3.693286  0.0941
H  3.250213  3.337353  -5.008665  0.1004
H  1.998741  1.447846  -4.133271  0.1044

Cartesian forces (eV/Å) of the 6 atoms listed first:
Ti 0.2 -0.4 -0.5
C 0.0 0.0 0.0
C 0.0 -0.1 -0.1
N 0.4 -0.1 0.1
N 0.1 -0.1 0.1
C -0.1 0.0 0.0

Its net charge is -1. As for the expectation value of S²: 0.75. As for the spin multiplicity: 2. As for the gap between HOMO and LUMO (spin up / spin down): 6.99 / 7.09 eV. For the lowest unoccupied orbital energy (spin up / spin down), the calculation gives 2.52 / 2.52 eV.